(1)
A molecular structure, C29H36BF3MoNO5SSbSe4. Source: the OMol25 dataset; level of theory: wB97M-V/def2-TZVPD.

Summary:
- energy above the lowest of the compared OMol25 structures with the same formula, charge and spin (eV) = 0.348
- HOMO (eV) = -8.578
- electronic energy (eV) = -331832.248
- total charge = 0

XYZ file:
```
82
Properties=species:S:1:pos:R:3:lowdin_charge:R:1
Mo -1.149 -0.335 -2.640 0.93
Se -5.546 1.322 -3.244 0.02
Sb -3.983 0.183 -4.551 -0.10
Se -1.663 1.194 -4.498 0.28
Se -2.657 -1.971 -2.896 0.40
Se -4.311 -1.109 -6.462 -0.02
F 2.951 -2.388 -5.005 0.16
C 2.844 -1.348 -4.185 -0.66
F 2.957 -1.774 -2.927 0.16
F 3.830 -0.492 -4.431 0.16
S 1.226 -0.511 -4.465 0.48
O 1.313 0.007 -5.783 -0.24
O 1.098 0.456 -3.354 -0.41
O 0.199 -1.527 -4.188 -0.44
C 3.974 -1.781 4.009 -0.05
C 4.634 -2.387 2.763 -0.56
C 5.774 -1.473 2.291 -0.05
C 5.237 -3.738 3.149 -0.07
C 3.593 -2.512 1.650 -0.16
C 3.250 -3.739 1.083 -0.02
C 2.308 -3.865 0.062 0.03
C 1.716 -2.707 -0.372 -0.20
O 0.766 -2.525 -1.357 0.15
B 0.533 -1.167 -1.378 -0.61
O 1.289 -0.495 -0.434 0.14
C 2.039 -1.481 0.183 -0.18
C 2.966 -1.347 1.186 0.07
H 4.701 -1.700 4.819 0.09
H 3.146 -2.404 4.351 0.09
H 3.583 -0.782 3.811 0.08
H 6.515 -1.358 3.084 0.09
H 5.413 -0.479 2.025 0.08
H 6.271 -1.895 1.416 0.09
H 5.981 -3.591 3.934 0.09
H 5.738 -4.213 2.304 0.09
H 4.482 -4.425 3.534 0.09
H 3.729 -4.640 1.438 0.10
H 2.061 -4.825 -0.369 0.13
H 3.196 -0.372 1.591 0.13
C -2.213 -2.865 2.417 -0.04
C -2.824 -1.791 1.561 -0.24
C -4.183 -1.506 1.632 0.00
C -4.765 -0.527 0.836 -0.24
C -6.233 -0.220 0.930 -0.04
C -3.966 0.182 -0.055 -0.03
C -2.614 -0.109 -0.151 -0.34
C -2.041 -1.081 0.659 -0.01
N -1.774 0.598 -1.092 -0.12
C -1.365 1.990 -0.676 -0.40
C -2.491 2.970 -1.033 -0.08
C -2.079 4.388 -0.622 -0.27
C -1.827 4.424 0.888 -0.11
C -0.696 3.454 1.243 -0.28
C 0.579 3.865 0.506 -0.11
C 0.321 3.826 -1.000 -0.27
C -0.805 4.795 -1.363 -0.11
C -0.085 2.406 -1.409 -0.12
C -1.099 2.032 0.835 -0.07
H -2.652 -2.873 3.415 0.08
H -1.136 -2.725 2.519 0.08
H -2.378 -3.851 1.977 0.09
H -4.807 -2.063 2.323 0.12
H -6.775 -1.033 1.412 0.08
H -6.663 -0.058 -0.059 0.07
H -6.403 0.686 1.515 0.09
H -4.411 0.908 -0.719 0.03
H -0.976 -1.272 0.609 0.11
H -3.406 2.699 -0.506 0.11
H -2.705 2.916 -2.105 0.09
H -2.892 5.071 -0.879 0.14
H -2.739 4.152 1.429 0.12
H -1.558 5.438 1.199 0.12
H -0.523 3.467 2.322 0.14
H 1.399 3.188 0.763 0.12
H 0.879 4.872 0.812 0.12
H 1.230 4.094 -1.544 0.15
H -0.979 4.780 -2.443 0.12
H -0.524 5.817 -1.093 0.12
H 0.716 1.705 -1.173 0.11
H -0.245 2.392 -2.489 0.05
H -1.994 1.735 1.386 0.13
H -0.306 1.320 1.084 0.13
```


(2)
A molecular structure, C29H36ClF5N2O12SV in a non-equilibrium geometry. Source: the OMol25 dataset; level of theory: wB97M-V/def2-TZVPD.

Summary:
- HOMO (eV) = -4.057
- electronic energy (eV) = -120813.737
- total charge = -1

XYZ file:
```
87
Properties=species:S:1:pos:R:3:lowdin_charge:R:1
C -4.056 0.098 0.166 -0.15
C -2.957 0.216 1.420 -0.24
C -1.907 -1.049 1.302 -0.20
C -0.394 -0.399 1.238 -0.30
O -0.137 0.602 2.322 -0.08
C 1.023 1.370 1.797 -0.22
O 2.054 0.724 1.185 -0.02
C 1.179 3.013 1.889 0.06
C 1.878 3.580 3.297 0.08
C 2.094 5.211 3.405 0.13
N 1.647 6.181 2.298 -0.13
O 1.811 7.534 2.437 0.04
C 0.964 5.701 1.006 0.21
C 0.722 4.085 0.735 -0.03
O 0.076 3.645 -0.511 -0.09
N 0.826 2.728 -1.148 -0.04
O 1.091 3.058 -2.293 0.09
H -4.562 -0.960 0.195 0.07
H -4.809 0.992 0.333 0.08
H -3.410 0.283 -0.816 0.09
H -2.423 1.270 1.249 0.12
H -3.477 0.192 2.476 0.11
H -2.039 -1.656 0.283 0.06
H -1.992 -1.824 2.196 0.13
H 0.388 -1.277 1.373 0.03
H -0.290 0.105 0.184 0.13
H 2.184 2.827 4.141 0.12
H 2.611 5.609 4.394 0.12
H 2.797 7.656 2.239 0.18
H 0.623 6.523 0.224 0.13
Cl 0.335 -2.560 -0.192 0.66
O 1.405 -4.292 -0.373 -0.84
V 2.803 -5.348 -0.503 1.21
O 4.201 -6.403 -0.633 -0.65
F 9.888 -2.310 1.340 0.06
C 8.567 -2.532 1.382 -0.29
C 8.047 -3.681 0.798 -0.02
C 6.673 -3.916 0.847 -0.08
C 5.832 -2.991 1.471 -0.10
C 6.363 -1.837 2.050 -0.08
C 7.738 -1.609 2.011 -0.02
H 8.715 -4.384 0.311 0.11
H 6.258 -4.815 0.400 0.08
H 4.760 -3.171 1.505 0.08
H 5.706 -1.117 2.531 0.11
H 8.169 -0.722 2.463 0.12
C 5.257 8.659 6.863 -0.58
F 4.675 9.759 6.286 0.08
F 6.436 8.465 6.189 0.08
F 5.613 9.049 8.130 0.08
S 4.149 7.155 6.847 0.49
O 3.873 6.886 5.429 -0.39
O 2.951 7.541 7.604 -0.35
O 4.924 6.088 7.496 -0.35
C 0.218 8.333 -2.346 -0.16
C 1.231 9.169 -1.545 -0.59
O 1.639 8.417 -0.536 -0.34
H -0.653 8.052 -1.740 0.05
H -0.152 8.916 -3.198 0.04
H 0.669 7.417 -2.748 0.05
H 0.711 10.113 -1.318 0.07
H 1.976 9.505 -2.283 0.07
F -2.350 -2.931 -0.848 -0.04
C -2.534 -3.686 -1.940 -0.28
C -1.534 -4.567 -2.337 -0.03
C -1.727 -5.358 -3.470 -0.08
C -2.913 -5.249 -4.200 -0.09
C -3.908 -4.358 -3.796 -0.08
C -3.720 -3.576 -2.657 -0.01
H -0.616 -4.632 -1.762 0.06
H -0.955 -6.056 -3.785 0.10
H -3.061 -5.863 -5.087 0.10
H -4.828 -4.272 -4.368 0.10
H -4.486 -2.884 -2.323 0.11
C -7.511 -8.292 -4.118 -0.18
C -8.583 -7.243 -4.272 -0.18
C -7.781 -5.961 -4.217 -0.21
O -6.486 -6.256 -4.758 -0.16
C -6.357 -7.679 -4.881 -0.20
H -7.800 -9.274 -4.499 0.12
H -7.245 -8.398 -3.060 0.12
H -9.061 -7.343 -5.254 0.12
H -9.360 -7.293 -3.506 0.12
H -7.643 -5.622 -3.185 0.12
H -8.244 -5.152 -4.790 0.12
H -6.409 -7.929 -5.946 0.12
H -5.384 -7.996 -4.495 0.12
```


(3)
A molecular structure, C29H36F5N11O19S2 in a non-equilibrium geometry. Source: the OMol25 dataset; level of theory: wB97M-V/def2-TZVPD.

Summary:
- HOMO (eV) = -8.817
- electronic energy (eV) = -121183.563
- total charge = 0

XYZ file:
```
102
Properties=species:S:1:pos:R:3:lowdin_charge:R:1
O 0.793 1.305 -3.203 0.08
C 0.349 0.507 -2.399 -0.31
C -1.205 0.402 -2.252 -0.07
C -1.750 -0.985 -2.650 -0.17
C -1.573 -1.322 -3.970 0.04
C -2.030 -2.568 -4.539 -0.34
N -1.882 -2.974 -5.812 -0.19
S -2.595 -4.462 -5.767 1.03
N -3.116 -4.609 -4.232 -0.21
C -2.715 -3.465 -3.622 -0.27
C -2.917 -3.117 -2.233 -0.05
C -3.699 -4.173 -1.419 -0.29
C -2.931 -5.114 -0.731 -0.03
C -3.579 -6.115 0.035 -0.02
C -4.996 -6.045 -0.042 -0.05
C -5.600 -5.049 -0.816 -0.16
N -5.033 -4.055 -1.525 0.14
C -2.438 -1.916 -1.710 -0.15
S -2.645 -1.498 0.018 0.77
O -2.596 -2.719 0.788 -0.26
O -1.641 -0.607 0.544 -0.26
C -4.369 -0.838 0.355 -0.44
F -4.549 -0.893 1.686 0.14
F -5.314 -1.629 -0.189 0.13
C -4.603 0.612 -0.188 -0.52
F -4.269 1.539 0.727 0.16
F -5.945 0.754 -0.359 0.15
F -4.050 0.848 -1.381 0.18
C 1.333 -0.357 -1.634 -0.12
C 2.694 0.041 -1.609 -0.01
C 3.675 -0.709 -0.935 -0.06
C 3.355 -1.905 -0.246 -0.05
C 1.998 -2.304 -0.286 -0.07
C 1.016 -1.559 -0.963 -0.03
H -1.596 1.106 -3.016 0.13
H -1.574 0.776 -1.287 0.09
H -1.074 -0.606 -4.642 0.14
H -1.837 -5.074 -0.779 0.13
H -3.079 -6.901 0.608 0.11
H -5.616 -6.771 0.497 0.11
H -6.703 -5.069 -0.862 0.11
H 3.057 0.940 -2.122 0.11
H 4.711 -0.348 -0.937 0.08
H 4.096 -2.507 0.305 0.07
H 1.713 -3.228 0.238 0.10
H -0.002 -1.961 -0.956 0.08
C -1.701 3.452 1.345 0.04
N -0.225 3.564 1.205 -0.44
O 0.394 4.044 2.139 0.04
O 0.260 3.169 0.168 0.08
H -1.990 3.842 2.315 0.09
H -2.151 4.036 0.546 0.10
H -1.959 2.400 1.259 0.08
C 6.366 3.298 0.354 0.04
N 5.924 1.986 -0.189 -0.42
O 6.324 0.983 0.367 0.07
O 5.189 2.012 -1.155 0.06
H 7.011 3.122 1.207 0.09
H 6.898 3.810 -0.434 0.06
H 5.473 3.845 0.648 0.11
C -5.852 -6.150 -4.475 0.02
N -7.020 -6.827 -3.846 -0.44
O -6.950 -7.082 -2.661 0.06
O -7.963 -7.077 -4.567 0.07
H -5.091 -5.990 -3.721 0.05
H -5.485 -6.802 -5.264 0.10
H -6.202 -5.203 -4.878 0.10
C 6.728 -5.542 1.015 0.05
N 5.634 -4.590 0.687 -0.43
O 5.450 -4.345 -0.485 0.08
O 5.002 -4.124 1.625 0.04
H 7.193 -5.869 0.091 0.09
H 7.443 -5.018 1.645 0.10
H 6.284 -6.383 1.542 0.10
C 8.781 7.081 0.202 0.05
N 8.334 5.773 -0.349 -0.44
O 8.719 4.764 0.211 0.05
O 7.613 5.805 -1.324 0.08
H 9.414 6.896 1.064 0.10
H 9.333 7.593 -0.581 0.10
H 7.892 7.637 0.486 0.10
C 4.832 -4.376 5.803 0.04
N 5.928 -5.181 5.200 -0.45
O 6.896 -4.578 4.780 0.06
O 5.773 -6.384 5.171 0.06
H 5.106 -3.328 5.758 0.09
H 3.931 -4.566 5.225 0.10
H 4.716 -4.703 6.833 0.10
C -0.666 7.246 2.492 0.05
N -2.101 7.529 2.221 -0.44
O -2.546 8.596 2.591 0.06
O -2.731 6.665 1.643 0.06
H -0.234 8.098 3.007 0.10
H -0.617 6.354 3.111 0.09
H -0.177 7.086 1.534 0.10
C -5.579 9.318 2.968 0.03
N -6.688 10.234 3.353 -0.46
O -7.564 9.787 4.067 0.06
O -6.636 11.368 2.924 0.06
H -5.756 8.348 3.419 0.09
H -5.576 9.245 1.884 0.10
H -4.654 9.751 3.334 0.08
```


(4)
A molecular structure, C29H36IrN10OPS2 in a non-equilibrium geometry. Source: the OMol25 dataset; level of theory: wB97M-V/def2-TZVPD.

Summary:
- HOMO (eV) = -13.101
- electronic energy (eV) = -81396.161
- total charge = +2

XYZ file:
```
80
Properties=species:S:1:pos:R:3:lowdin_charge:R:1
Ir 0.277 -0.542 -0.145 1.22
N -3.632 -0.179 1.701 0.13
C -2.361 -0.185 1.290 -0.81
S -2.059 -0.728 -0.344 0.72
N -1.446 0.250 2.125 0.01
N -0.166 0.128 1.680 -0.14
C 0.811 0.575 2.411 -0.17
C 0.654 0.970 3.829 -0.17
C 1.340 2.075 4.339 -0.06
C 1.269 2.396 5.685 -0.05
C 0.507 1.619 6.543 -0.05
C -0.206 0.537 6.042 -0.05
C -0.139 0.218 4.698 -0.02
C 2.129 0.612 1.724 -0.18
C 3.329 0.890 2.356 0.03
C 4.502 0.948 1.617 0.00
C 4.453 0.739 0.251 -0.01
C 3.239 0.383 -0.307 -0.09
N 2.121 0.289 0.409 -0.04
H -4.361 -0.521 1.100 0.10
H -3.859 0.114 2.637 0.12
H 1.894 2.720 3.667 0.11
H 1.802 3.259 6.060 0.12
H 0.459 1.862 7.596 0.12
H -0.807 -0.070 6.706 0.11
H -0.668 -0.647 4.326 0.10
H 3.343 1.034 3.425 0.12
H 5.447 1.142 2.108 0.13
H 5.333 0.824 -0.369 0.12
H 3.158 0.162 -1.362 0.10
N 0.429 -4.644 -0.374 0.21
C -0.336 -4.708 0.784 -0.16
C -0.882 -5.785 1.476 0.01
C -1.619 -5.484 2.599 -0.05
C -1.823 -4.155 3.014 -0.05
C -1.283 -3.093 2.326 -0.01
C -0.516 -3.388 1.199 -0.19
N 0.152 -2.561 0.300 -0.03
C 0.676 -3.349 -0.623 -0.25
C 1.291 -2.756 -1.788 -0.29
C 2.024 -3.276 -2.803 -0.28
S 2.370 -2.056 -3.946 1.15
C 1.526 -0.921 -3.009 -0.42
N 1.014 -1.414 -1.912 -0.13
H 0.693 -5.428 -0.946 0.18
H -0.738 -6.806 1.150 0.12
H -2.057 -6.287 3.175 0.12
H -2.421 -3.971 3.896 0.12
H -1.448 -2.070 2.631 0.08
H 2.392 -4.283 -2.921 0.10
H 1.401 0.109 -3.304 0.07
C 1.496 3.160 -3.123 -0.08
N 0.849 3.676 -1.923 -0.30
C 1.089 5.099 -1.697 -0.10
P -0.415 2.812 -1.312 0.55
O -0.019 1.353 -1.180 -0.43
N -0.738 3.609 0.094 -0.28
C -2.101 3.635 0.629 -0.06
C 0.279 3.558 1.141 -0.09
N -1.713 2.975 -2.284 -0.30
C -2.633 1.900 -2.632 -0.10
C -2.050 4.269 -2.869 -0.07
H 1.111 3.637 -4.030 0.10
H 1.323 2.090 -3.196 0.04
H 2.572 3.341 -3.075 0.09
H 0.847 5.690 -2.585 0.09
H 2.146 5.259 -1.471 0.09
H 0.497 5.454 -0.859 0.08
H -2.823 3.629 -0.183 0.07
H -2.239 4.547 1.211 0.10
H -2.291 2.777 1.284 0.07
H 1.270 3.443 0.698 0.09
H 0.097 2.727 1.824 0.06
H 0.260 4.483 1.720 0.10
H -2.274 0.962 -2.231 -0.01
H -2.715 1.817 -3.718 0.09
H -3.631 2.097 -2.231 0.09
H -1.295 5.011 -2.626 0.07
H -3.014 4.624 -2.496 0.10
H -2.123 4.180 -3.954 0.10
```


| no. | LUMO energy (eV) |
| --- | --- |
| 1 | -2.294 |
| 2 | -2.775 |
| 3 | -1.669 |
| 4 | -5.925 |